(1)
# CCl2FNO2

One molecule with the formula CCl2FNO2 at a distorted geometry (wB97M-V/def2-TZVPD, the OMol25 dataset).

Bonds (Å) are listed after each position.
Element x y z (Å)
1 C -0.4933 0.0777 0.2856  N2 1.449, Cl3 1.790, F5 1.306, Cl6 1.745
2 N 0.8302 0.0070 -0.2990  C1 1.449, O4 1.162, O7 1.216
3 Cl -1.0868 -1.6055 0.4195  C1 1.790
4 O 0.8333 -0.3039 -1.4187  N2 1.162
5 F -0.3970 0.6718 1.4452  C1 1.306
6 Cl -1.4620 0.9508 -0.8732  C1 1.745
7 O 1.7756 0.2020 0.4406  N2 1.216

Calculated values
charge	0
SMILES	O=[N+]([O-])C(F)(Cl)Cl
ΔE to the lowest compared entry with this formula, charge and spin	0.0	kcal per mole
LUMO energy	-0.76	eV
HOMO	-11.82	eV
orbital gap	11.061	eV

***

(2)
# C6H14N2O

A 2-piece molecular cluster, C6H14N2O overall at a distorted geometry (wB97M-V/def2-TZVPD, the OMol25 dataset).

Bonds (Å) are listed after each position.
Element x y z (Å)
1 C -1.9521 1.0285 1.0553  C4 1.331, H10 1.075, H17 1.075
2 H -1.6365 -0.9470 1.7157  C4 1.084
3 C 1.4021 1.6946 0.6249  C9 1.502, H11 1.085, H12 1.089, H19 1.090
4 C -1.6340 -0.2524 0.8838  C1 1.331, H2 1.084, O18 1.380
5 C 1.5308 -1.4820 -1.3250  N6 1.441, H13 1.090, H16 1.095, H22 1.097
6 N 1.3694 -0.0997 -0.9511  C5 1.441, C9 1.283
7 H -1.7945 -1.0030 -2.2939  C21 1.089
8 H 1.2104 -0.2484 2.2622  N23 1.007
9 C 1.2702 0.2382 0.2829  C3 1.502, N6 1.283, N23 1.385
10 H -1.9787 1.7390 0.2484  C1 1.075
11 H 1.4211 2.2847 -0.2859  C3 1.085
12 H 2.3106 1.8754 1.1967  C3 1.089
13 H 1.5235 -1.5296 -2.4137  C5 1.090
14 H -1.0378 0.4699 -1.6419  C21 1.094
15 H -2.8098 0.2404 -1.5052  C21 1.094
16 H 2.4834 -1.8845 -0.9655  C5 1.095
17 H -2.1102 1.4144 2.0465  C1 1.075
18 O -1.6464 -0.9751 -0.2919  C4 1.380, C21 1.414
19 H 0.5477 2.0064 1.2258  C3 1.090
20 H 1.1954 -1.5795 1.2155  N23 1.008
21 C -1.8385 -0.2619 -1.4975  H7 1.089, H14 1.094, H15 1.094, O18 1.414
22 H 0.7181 -2.1118 -0.9435  C5 1.097
23 N 1.4560 -0.6164 1.3574  H8 1.007, C9 1.385, H20 1.008

Calculated values
charge	0
SMILES	C/N=C(/C)N.C=COC
ΔE to the lowest compared entry with this formula, charge and spin	55.5	kcal per mole
LUMO energy	0.94	eV
HOMO	-8.89	eV
orbital gap	9.834	eV